Molecular formula: C39H93N3O9
Method: DFT, ωB97M-V with the def2-TZVPD basis set

```
144
Properties=species:S:1:pos:R:3:mulliken_charge:R:1
C 11.8777 10.4109 2.5568 -1.58
C 13.0506 10.4621 3.5756 1.49
C 14.3416 9.6407 3.0540 -1.68
C 13.6203 11.9377 3.7883 -1.16
C 12.5848 12.8041 4.6506 -0.68
C 12.3920 12.1303 6.0106 -1.00
C 11.8630 10.7465 5.8349 0.98
C 12.0020 10.1468 7.3402 -1.77
C 10.3220 10.8330 5.4330 -1.33
N 12.7190 9.9164 4.9509 0.02
O 12.3275 8.6402 4.9024 -0.39
H 12.1710 10.3344 1.5098 0.46
H 11.2339 9.5406 2.6842 0.28
H 11.3233 11.3361 2.3995 0.30
H 14.3925 9.8190 1.9798 0.38
H 15.2734 9.7552 3.6078 0.37
H 14.1182 8.5936 3.2586 0.41
H 14.5786 11.7975 4.2883 0.42
H 13.7814 12.5547 2.9043 0.34
H 13.0179 13.7984 4.7598 0.42
H 11.6826 12.8923 4.0454 0.27
H 11.6380 12.7354 6.5140 0.38
H 13.4092 12.2889 6.3687 0.33
H 11.8017 9.1014 7.1058 0.49
H 11.2708 10.4720 8.0802 0.34
H 13.0378 10.2269 7.6701 0.39
H 9.7390 11.3044 6.2241 0.48
H 9.8844 9.8686 5.1751 0.29
H 10.1474 11.6214 4.7008 0.32
H 11.4060 8.8570 4.7429 0.42
C 7.1296 1.7928 1.3617 -1.86
C 8.4634 1.1267 0.9877 2.01
C 8.6240 -0.2663 1.4674 -2.13
C 8.4860 1.0806 -0.5639 -1.55
C 8.8659 2.3629 -1.2591 -0.68
C 10.2022 2.8676 -0.7314 -1.29
C 10.2585 3.0237 0.7954 1.40
C 11.6972 3.3264 1.1677 -1.98
C 9.3289 4.2579 1.1720 -1.65
N 9.6774 1.8395 1.4936 0.30
O 9.7194 1.9129 2.8787 -0.40
H 6.4537 0.9418 1.4454 0.51
H 7.2552 2.3212 2.3067 0.31
H 6.7158 2.4168 0.5695 0.37
H 9.6830 -0.5228 1.4980 0.46
H 8.2589 -0.3310 2.4924 0.41
H 7.9708 -0.9416 0.9148 0.47
H 9.1454 0.2768 -0.8914 0.51
H 7.6245 0.6299 -1.0567 0.51
H 8.9851 2.2399 -2.3355 0.41
H 8.1219 3.1416 -1.0911 0.32
H 10.5335 3.8458 -1.0801 0.50
H 10.9505 2.1003 -0.9297 0.36
H 12.3126 2.4343 1.0509 0.46
H 11.7231 3.8067 2.1458 0.40
H 12.1096 4.0733 0.4893 0.40
H 9.5187 5.1788 0.6206 0.38
H 9.3378 4.5106 2.2323 0.34
H 8.2884 3.9993 0.9752 0.39
H 10.4846 1.3825 3.1126 0.32
C 16.9755 -1.4090 3.5279 -1.61
C 16.5473 -2.4496 2.4417 1.26
C 15.6049 -1.9674 1.2402 -1.84
C 17.8304 -2.8586 1.6288 -1.17
C 18.5711 -4.0308 2.3063 -0.77
C 17.5882 -5.1284 2.7162 -1.08
C 16.4577 -4.6927 3.7299 1.55
C 15.4878 -5.8692 3.7544 -2.07
C 17.0457 -4.3695 5.0658 -1.58
N 15.8295 -3.5178 3.1348 0.22
O 14.6738 -3.1237 3.7982 -0.42
H 17.3410 -0.5403 2.9803 0.50
H 16.1834 -1.2100 4.2498 0.37
H 17.7763 -1.6126 4.2388 0.28
H 15.5503 -2.6145 0.3647 0.46
H 14.6632 -1.8174 1.7682 0.45
H 15.8419 -0.9299 1.0047 0.38
H 17.5931 -3.0022 0.5747 0.47
H 18.4066 -1.9355 1.6912 0.35
H 19.2509 -4.2867 1.4936 0.37
H 19.1970 -3.5827 3.0781 0.36
H 18.2635 -5.8584 3.1626 0.44
H 17.1114 -5.4953 1.8074 0.41
H 14.7423 -5.6508 4.5189 0.41
H 15.8546 -6.8938 3.8165 0.37
H 14.9088 -5.8938 2.8312 0.46
H 17.1629 -5.3217 5.5832 0.48
H 16.3266 -3.7813 5.6360 0.31
H 17.9673 -3.7977 4.9576 0.29
H 15.0354 -2.7486 4.6046 0.34
C 4.0226 -2.7825 4.9700 -0.98
C 3.6908 -2.9693 3.4911 -0.13
O 2.9910 -1.8581 3.0856 -0.52
H 3.3807 -2.0914 5.5162 0.28
H 5.0870 -2.6660 5.1737 0.27
H 3.7014 -3.7018 5.4597 0.28
H 3.1151 -3.8425 3.1842 0.32
H 4.6314 -2.9976 2.9412 0.20
H 2.7776 -1.9955 2.1598 0.28
C 4.9519 0.6590 -6.2860 -0.95
C 3.8679 1.2711 -5.4714 -0.19
O 3.4723 0.3515 -4.5390 -0.53
H 5.3779 1.4881 -6.8510 0.33
H 4.6535 -0.1060 -7.0028 0.29
H 5.7798 0.2945 -5.6778 0.25
H 2.9758 1.4188 -6.0800 0.24
H 4.3771 2.1496 -5.0751 0.25
H 2.7200 -0.1784 -4.8124 0.31
C 12.4336 -3.2569 -4.4722 -1.05
C 10.9550 -3.5028 -4.7486 -0.13
O 10.6175 -2.7956 -5.9141 -0.50
H 12.6543 -3.3461 -3.4085 0.31
H 12.5919 -2.1997 -4.6849 0.29
H 13.1894 -3.7185 -5.1076 0.29
H 10.4333 -3.2580 -3.8234 0.27
H 10.8894 -4.5766 -4.9240 0.22
H 9.6579 -2.7806 -5.9376 0.29
C 8.9477 -6.4114 0.8985 -0.97
C 7.7187 -7.0801 0.1978 -0.25
O 6.6833 -6.1432 0.2962 -0.49
H 9.7513 -7.1194 1.1014 0.35
H 8.6121 -6.0664 1.8765 0.28
H 9.3051 -5.5349 0.3580 0.24
H 7.7218 -8.0451 0.7048 0.27
H 7.8171 -7.3756 -0.8467 0.28
H 5.8605 -6.6245 0.1822 0.29
C 1.8901 2.9216 7.1486 -0.93
C 2.4685 2.5899 5.8200 -0.19
O 1.4543 2.0236 5.0367 -0.51
H 1.0597 3.6204 7.0469 0.30
H 2.7320 3.2933 7.7327 0.26
H 1.6123 1.9777 7.6176 0.25
H 3.2363 1.8299 5.9651 0.27
H 2.8979 3.4973 5.3952 0.22
H 1.8036 1.1573 4.8150 0.32
C 7.1707 5.1364 8.4357 -1.11
C 7.8172 4.6160 7.1712 -0.12
O 7.6609 3.2809 7.0347 -0.52
H 7.1658 6.2246 8.3726 0.33
H 7.6535 4.6720 9.2955 0.31
H 6.2004 4.6535 8.5523 0.24
H 8.8849 4.7764 7.3206 0.29
H 7.2416 5.1327 6.4032 0.28
H 8.1050 3.0383 6.2189 0.29
```

Energy ... -64837.8428 eV
LUMO ... 0.3 eV
Relative energy (zero: lowest compared OMol25 entry of this formula, charge and spin) ... 151.37 kcal/mol
HOMO-LUMO gap ... 8.3 eV
Structure (SMILES) ... CC1(C)CCCC(C)(C)N1O.CC1(C)CCCC(C)(C)N1O.CC1(C)CCCC(C)(C)N1O.CCO.CCO.CCO.CCO.CCO.CCO
Total charge ... 0
Max |F| ... 0.10228 hartree/bohr